Arrangement 1

C5H12NP as an isolated structure, computed with wB97M-V/def2-TZVPD.

CARTESIAN COORDINATES (ANGSTROEM)
C: 0.68 -0.70 -0.69
C: -1.48 -1.16 1.28
C: -2.01 0.53 -0.52
C: 2.67 0.87 0.36
C: -0.92 0.00 0.35
N: 0.53 -0.79 -1.89
P: 1.99 -0.96 0.47
H: -2.02 -0.59 2.03
H: -0.59 -1.39 1.79
H: -2.11 -1.85 0.79
H: -1.67 1.11 -1.44
H: -2.71 1.16 -0.16
H: -2.57 -0.37 -0.84
H: 2.71 1.31 1.27
H: 2.02 1.36 -0.43
H: 3.79 0.71 0.10
H: -0.43 0.76 0.93
H: 1.15 -1.09 -2.65
H: 2.88 -1.50 -0.48

Output
HOMO level ... -7.91 eV
Orbital gap ... 8.84 eV

***

Arrangement 2

A 2-piece molecular cluster, C5H12NP overall, computed with wB97M-V/def2-TZVPD.

CARTESIAN COORDINATES (ANGSTROEM)
C: -0.36 -3.43 -0.80
C: 1.33 1.67 1.24
C: -0.26 3.47 1.71
C: 1.15 -1.25 -1.84
C: -1.31 -1.02 0.01
N: 0.23 2.16 1.21
P: 0.33 -1.86 -0.24
H: 0.13 -3.74 -1.67
H: -1.38 -3.50 -0.57
H: 2.41 2.04 1.64
H: -1.09 3.24 2.22
H: -0.50 3.94 0.83
H: 0.39 4.17 2.23
H: 0.57 -0.31 -2.00
H: 2.17 -1.13 -1.55
H: 1.03 -2.04 -2.67
H: -1.13 0.11 0.20
H: -1.97 -1.09 -0.83
H: -1.73 -1.44 0.91

Output
HOMO level (spin up / spin down) ... -7.23 / -7.71 eV
Orbital gap (spin up / spin down) ... 7.25 / 7.87 eV

***

Arrangement 3

An isolated molecule of C5H12NP, computed with wB97M-V/def2-TZVPD.

CARTESIAN COORDINATES (ANGSTROEM)
C: -3.59 0.21 0.37
C: -2.16 0.65 0.47
P: -1.03 -0.22 -0.66
N: 0.75 0.29 0.45
C: 1.84 -0.06 -0.04
C: 3.08 0.47 0.54
C: 1.93 -0.89 -1.38
H: -4.25 0.83 -0.27
H: -3.71 -0.79 0.12
H: -3.98 0.19 1.42
H: -1.70 0.45 1.39
H: -2.21 1.75 0.28
H: -1.29 -1.44 0.15
H: 3.73 0.76 -0.32
H: 3.56 -0.30 1.14
H: 3.06 1.18 1.39
H: 2.75 -1.63 -1.24
H: 2.33 -0.23 -2.21
H: 0.89 -1.22 -1.60

Output
HOMO level ... -8.33 eV
Orbital gap ... 9.16 eV
Structure (SMILES) ... CCPN=C(C)C

***

Most stable of them? arrangement 3.

***

Arrangement 1

A 2-piece molecular cluster, C3H5N2O2 overall, computed with wB97M-V/def2-TZVPD.

CARTESIAN COORDINATES (ANGSTROEM)
C: 0.95 0.92 -0.14
C: 0.36 -0.13 0.57
C: -0.67 -0.81 0.03
N: -2.93 0.75 -0.48
N: -3.82 0.01 -0.09
O: -4.91 0.74 -0.11
O: -3.74 -1.17 0.21
H: 1.69 1.69 0.09
H: 0.40 1.07 -1.06
H: 0.65 -0.40 1.59
H: -1.16 -0.58 -0.92
H: -1.14 -1.50 0.70

Output
HOMO level (spin up / spin down) ... -3.74 / -3.92 eV
Orbital gap (spin up / spin down) ... 7.04 / 7.90 eV
Total charge ... -1

***

Arrangement 2

A 2-piece molecular cluster, C3H5N2O2 overall, computed with wB97M-V/def2-TZVPD.

CARTESIAN COORDINATES (ANGSTROEM)
C: -1.84 -0.44 1.32
C: 0.58 1.06 -0.44
C: -0.41 -0.12 -0.57
N: 1.62 0.03 -0.28
N: 0.73 -1.13 -0.51
O: -2.49 0.52 1.43
O: -1.49 -1.47 1.71
H: 0.73 1.79 -1.21
H: 0.48 1.57 0.56
H: -0.91 -0.44 -1.40
H: 2.27 0.19 -1.04
H: 0.73 -1.56 0.42

Output
HOMO level ... -1.88 eV
Orbital gap ... 6.18 eV
Total charge ... -1

***

Most stable of them? arrangement 2.

***

Arrangement 1

An isolated molecule of C11H21N3O3, computed with wB97M-V/def2-TZVPD.

CARTESIAN COORDINATES (ANGSTROEM)
N: 0.96 5.54 1.42
C: 0.26 4.77 0.41
C: 0.13 3.24 0.59
C: 1.51 2.56 0.64
C: 1.40 1.12 1.06
C: 0.53 0.22 0.20
N: 0.49 -1.08 0.79
C: -0.31 -2.16 0.63
O: -0.26 -3.12 1.40
C: -1.20 -2.10 -0.65
C: -2.49 -2.82 -0.31
C: -2.18 -4.28 -0.75
C: -0.80 -4.18 -1.46
N: -0.67 -2.76 -1.85
C: 1.08 0.22 -1.25
O: 0.82 1.15 -1.97
O: 1.89 -0.79 -1.59
H: 1.95 5.23 1.40
H: 0.59 5.39 2.37
H: 0.73 5.02 -0.60
H: -0.78 5.18 0.36
H: -0.57 2.86 -0.19
H: -0.37 2.91 1.56
H: 2.17 3.10 1.30
H: 2.00 2.58 -0.37
H: 2.44 0.68 1.13
H: 1.05 1.12 2.10
H: -0.50 0.65 0.16
H: 1.06 -1.32 1.62
H: -1.34 -1.03 -0.89
H: -3.34 -2.46 -0.87
H: -2.78 -2.69 0.71
H: -2.07 -4.92 0.16
H: -2.96 -4.74 -1.31
H: -0.05 -4.51 -0.80
H: -0.74 -4.82 -2.38
H: 0.28 -2.51 -1.99
H: 2.09 -1.28 -0.78

Output
HOMO level ... -9.13 eV
Orbital gap ... 9.53 eV
Structure (SMILES) ... NCCCC[C@H](NC(=O)[C@@H]1CCCN1)C(=O)O

***

Arrangement 2

An isolated molecule of C11H21N3O3, computed with wB97M-V/def2-TZVPD.

CARTESIAN COORDINATES (ANGSTROEM)
C: 1.56 -0.28 5.05
N: 1.36 -1.13 3.84
C: 0.18 -1.72 3.55
O: -0.69 -1.88 4.33
C: -0.06 -2.20 2.01
C: -1.01 -3.39 1.93
N: -0.37 -1.13 0.95
C: 0.51 -0.20 0.58
O: 1.65 -0.09 1.09
C: -0.09 0.99 -0.10
N: 0.95 1.73 -0.89
C: 0.76 2.11 -2.25
C: 1.84 3.06 -2.72
O: -0.15 1.72 -2.90
C: -0.92 1.91 0.76
C: -2.08 1.19 1.47
C: -1.64 2.96 -0.15
H: 0.94 -0.64 5.87
H: 1.12 0.73 4.71
H: 2.65 -0.13 5.32
H: 2.02 -1.01 3.04
H: 0.93 -2.58 1.71
H: -0.60 -4.40 2.34
H: -1.20 -3.48 0.94
H: -2.01 -3.28 2.32
H: -1.33 -1.09 0.68
H: -0.83 0.62 -0.77
H: 1.83 2.03 -0.39
H: 2.24 2.85 -3.73
H: 2.71 3.00 -2.10
H: 1.57 4.14 -2.56
H: -0.29 2.38 1.53
H: -2.88 0.87 0.82
H: -1.63 0.45 2.10
H: -2.43 1.88 2.26
H: -2.38 3.53 0.50
H: -0.88 3.69 -0.65
H: -2.18 2.61 -0.99

Output
HOMO level ... -9.26 eV
Orbital gap ... 9.97 eV
Structure (SMILES) ... CNC(=O)[C@@H](C)NC(=O)[C@H](NC(C)=O)C(C)C

***

Most stable of them? arrangement 1.

***

Arrangement 1

A 2-piece molecular cluster, CH2F2N2 overall, computed with wB97M-V/def2-TZVPD.

CARTESIAN COORDINATES (ANGSTROEM)
N: -0.58 -1.74 -0.40
C: -1.13 -1.16 -1.29
N: -1.93 -0.83 -2.15
F: -1.59 -0.33 -3.37
H: -0.22 -1.35 0.45
F: 0.94 1.20 0.25
H: 1.01 2.09 -0.02

Output
HOMO level ... -10.35 eV
Orbital gap ... 10.75 eV
Structure (SMILES) ... N=C=NF.F

***

Arrangement 2

An isolated molecule of CH2F2N2, computed with wB97M-V/def2-TZVPD.

CARTESIAN COORDINATES (ANGSTROEM)
H: -1.57 1.56 0.01
N: -0.51 1.46 0.01
C: -0.37 -0.21 -0.07
F: -1.40 -1.02 -0.15
N: 0.86 -0.67 0.10
F: 1.72 0.39 -0.16
H: 1.28 -1.50 0.27

Output
HOMO level (spin up / spin down) ... -8.63 / -8.63 eV
Orbital gap (spin up / spin down) ... 9.23 / 9.23 eV
Structure (SMILES) ... [H]/N=C(\F)NF

***

Most stable of them? arrangement 1.

***

Arrangement 1

An isolated ion of composition CH4NO5S2 and charge -1, computed with wB97M-V/def2-TZVPD.

CARTESIAN COORDINATES (ANGSTROEM)
C: 0.92 -0.41 -1.06
N: 0.24 0.03 1.56
O: 0.33 1.08 2.54
O: 0.62 2.21 0.28
O: -1.48 -1.31 -2.03
O: -1.47 0.60 -0.41
O: -0.98 -1.70 0.28
S: -0.40 1.47 0.99
S: -0.83 -0.73 -0.80
H: 1.47 -1.06 -0.47
H: 1.22 -0.19 -2.17
H: 1.00 0.62 -0.53
H: -0.62 -0.61 1.81

Output
HOMO level ... -5.33 eV
Orbital gap ... 9.01 eV
Total charge ... -1

***

Arrangement 2

An isolated ion of composition CH4NO5S2 and charge -1, computed with wB97M-V/def2-TZVPD.

CARTESIAN COORDINATES (ANGSTROEM)
C: 1.10 -0.66 -0.34
N: 0.70 -1.31 -1.52
O: -2.00 -1.07 0.71
O: -1.19 1.09 0.04
O: -0.69 0.36 2.33
O: 1.32 1.55 0.80
O: 0.68 1.59 -1.63
S: -1.94 0.30 1.26
S: 0.56 0.96 -0.31
H: 0.85 -1.10 0.60
H: -0.29 -1.52 -1.48
H: 0.77 -0.73 -2.33
H: 0.13 0.53 1.87

Output
HOMO level ... -3.23 eV
Orbital gap ... 6.54 eV
Total charge ... -1

***

Most stable of them? arrangement 2.

***

Arrangement 1

A 2-piece molecular cluster, CH4ClO3P overall, computed with wB97M-V/def2-TZVPD.

CARTESIAN COORDINATES (ANGSTROEM)
O: -2.92 1.46 -1.39
P: -3.46 0.11 -1.50
O: -3.84 -0.18 0.12
Cl: -4.48 -1.60 0.78
C: 0.72 1.16 -0.20
O: -0.30 0.26 0.29
H: 1.58 0.46 -0.51
H: 1.21 1.82 0.56
H: 0.28 1.58 -1.14
H: -0.73 0.77 1.06

Output
HOMO level ... -10.24 eV
Orbital gap ... 9.64 eV
Structure (SMILES) ... O=POCl.CO

***

Arrangement 2

A 2-piece molecular cluster, CH4ClO3P overall, computed with wB97M-V/def2-TZVPD.

CARTESIAN COORDINATES (ANGSTROEM)
O: -3.22 2.28 0.32
P: -4.24 1.42 -0.19
O: -3.63 -0.07 0.28
Cl: -4.46 -1.51 -0.01
C: 0.33 -0.15 -0.13
O: -0.90 -0.61 -0.65
H: 0.76 -0.82 0.56
H: 0.44 0.96 0.10
H: 0.97 -0.41 -0.95
H: -1.72 -0.28 -0.31

Output
HOMO level ... -10.00 eV
Orbital gap ... 9.14 eV
Structure (SMILES) ... O=POCl.CO

***

Most stable of them? arrangement 1.